DFT (ωB97M-V/def2-TZVPD) results for one molecule with the formula C8H7N in a non-equilibrium geometry.

Cartesian coordinates (Å):
C1 -2.256 -5.349 -0.224
C2 -1.655 -4.265 -0.242
C3 -1.075 -2.962 -0.317
C4 -1.021 -1.756 -0.382
C5 -0.737 -0.391 -0.203
C6 -0.358 0.748 -0.065
C7 -0.101 2.164 -0.155
C8 1.154 2.590 0.581
N1 2.414 1.769 0.402
H1 -2.492 -6.418 -0.401
H2 -0.096 2.400 -1.217
H3 -1.058 2.673 0.187
H4 1.544 3.648 0.213
H5 1.059 2.670 1.699
H6 2.629 1.654 -0.692
H7 2.052 0.823 0.815

Values from the calculation:
- E_HOMO (eV) = -9.1
- charge = 0
- SMILES = C#CC#CC#CCCN

These are the Löwdin partial charges, in e, on atoms 1 to 4: 0.10, -0.14, -0.04, -0.02